[1]
This record from the OMol25 dataset describes a molecular structure, C42H40BBiF4OP2S4 at a distorted geometry. The level of theory is the ωB97M-V functional and the def2-TZVPD basis.

Structure (XYZ):
```
95
Properties=species:S:1:pos:R:3:forces:R:3:lowdin_charge:R:1
Bi 0.2233 -0.0409 1.1198 -0.25 -0.37 1.03 1.3635
C 3.3042 2.0281 2.0995 -0.22 0.01 -0.22 -0.4801
C 3.2877 1.2182 3.3789 -0.34 -0.70 -0.05 -0.4379
S 2.3479 -0.3618 3.2223 0.11 0.35 0.49 0.8393
C 1.2856 -0.3376 4.7036 0.31 -0.09 -0.26 -0.4699
C 0.3806 0.8597 4.8806 -0.39 -0.01 -0.19 -0.4160
S -0.7212 1.2671 3.4631 0.19 0.96 0.25 0.8977
C -0.3649 3.0524 3.2332 -0.05 -0.69 -0.06 -0.4567
C 0.9998 3.4520 2.7222 0.07 -0.08 -0.35 -0.4374
S 1.6830 2.4345 1.3399 0.23 0.38 0.42 0.8011
H 3.8394 1.4947 1.3206 0.10 0.10 -0.01 0.0443
H 3.8004 2.9849 2.2681 0.03 0.00 -0.09 0.1025
H 2.8699 1.7627 4.2213 0.05 0.07 0.01 0.0687
H 4.3157 0.9478 3.6240 -0.01 0.10 0.05 0.0945
H 1.9418 -0.4267 5.5702 -0.08 -0.01 0.06 0.1006
H 0.7113 -1.2590 4.6174 -0.04 0.02 0.01 0.0751
H 0.9353 1.7646 5.1194 -0.03 0.03 0.04 0.0768
H -0.3080 0.6317 5.6961 0.06 0.12 0.02 0.1018
H -0.5471 3.5349 4.1956 -0.06 0.01 -0.03 0.1082
H -1.1564 3.3598 2.5526 0.21 0.05 0.21 0.0258
H 1.7441 3.4236 3.5137 0.05 0.02 -0.03 0.0747
H 0.9463 4.4696 2.3347 0.10 0.03 0.08 0.0939
O -1.7762 -3.3878 0.7541 -0.38 -0.96 0.99 -0.3762
S -1.2236 -2.3194 -0.0348 -0.47 -0.05 -1.95 0.8413
C -0.3825 -3.1838 -1.4018 0.32 0.53 0.31 -0.3419
C -0.8295 -4.4438 -1.7607 -0.22 -0.09 0.12 -0.0495
C -0.1307 -5.1800 -2.7028 -0.03 0.12 0.16 -0.0214
C 1.0383 -4.6669 -3.2439 0.03 0.03 -0.05 -0.0274
C 1.5080 -3.4273 -2.8501 -0.07 0.01 0.11 -0.0524
C 0.7979 -2.6698 -1.9166 -0.15 0.20 0.02 -0.3631
P 1.5101 -1.0976 -1.2918 0.92 -0.85 -0.86 0.9890
C 2.7332 -1.7385 -0.0908 -0.21 0.28 -0.05 -0.4301
C 3.7520 -0.8680 0.2967 -0.11 -0.05 0.00 -0.1914
C 4.6888 -1.2639 1.2322 0.07 0.05 -0.06 -0.1016
C 4.5820 -2.5119 1.8279 0.01 -0.07 -0.06 -0.0688
C 3.5424 -3.3596 1.4821 0.14 -0.03 0.13 -0.0437
C 2.6205 -2.9833 0.5185 -0.08 0.10 -0.06 -0.0607
C 2.5090 -0.6764 -2.7857 -0.26 0.27 0.33 -0.3591
C 1.7890 -0.4394 -3.9572 0.05 0.06 0.12 -0.1266
C 2.4511 -0.1914 -5.1446 -0.05 0.00 -0.02 -0.0559
C 3.8373 -0.1868 -5.1758 0.03 -0.05 0.02 -0.0482
C 4.5547 -0.4593 -4.0235 0.05 0.02 -0.07 -0.0495
C 3.8985 -0.7033 -2.8278 -0.11 -0.01 0.07 -0.0788
C -2.6351 -1.5912 -0.9296 0.33 0.32 0.27 -0.3100
C -3.5567 -2.4662 -1.4809 0.03 -0.16 -0.03 -0.0356
C -4.6797 -1.9827 -2.1278 0.14 -0.05 0.11 -0.0176
C -4.8880 -0.6145 -2.2203 0.03 0.08 -0.01 -0.0253
C -3.9935 0.2602 -1.6366 0.09 -0.11 0.01 -0.0665
C -2.8655 -0.2250 -0.9671 0.03 0.10 0.09 -0.3514
P -1.8828 1.0800 -0.1588 -0.91 0.45 -0.90 0.9857
C -3.0842 1.9322 0.9021 0.34 -0.03 -0.03 -0.3595
C -4.1578 1.2269 1.4425 0.04 0.05 -0.01 -0.0656
C -5.0088 1.8595 2.3305 -0.05 -0.04 0.03 -0.0276
C -4.8173 3.1899 2.6692 0.05 0.01 -0.07 -0.0351
C -3.7659 3.9012 2.1128 0.09 0.04 0.00 -0.0572
C -2.8905 3.2716 1.2445 -0.15 -0.08 -0.19 -0.1551
C -1.5239 2.1199 -1.6240 0.11 -0.07 0.32 -0.3481
C -2.0803 3.3692 -1.8704 0.01 0.01 0.10 -0.0761
C -1.8310 4.0071 -3.0750 -0.01 0.03 -0.11 -0.0467
C -1.0621 3.3958 -4.0499 -0.03 0.01 0.05 -0.0413
C -0.5290 2.1364 -3.8188 0.01 -0.01 -0.02 -0.0489
C -0.7494 1.5098 -2.6081 0.08 -0.08 0.13 -0.1090
H -1.6966 -4.8533 -1.2670 -0.08 -0.11 0.03 0.1139
H -0.4787 -6.1617 -2.9833 -0.05 -0.07 -0.04 0.1234
H 1.6029 -5.2397 -3.9632 0.04 -0.08 -0.05 0.1218
H 2.4429 -3.0628 -3.2468 0.03 0.01 -0.06 0.1150
H 3.8038 0.1074 -0.1736 0.15 0.02 -0.01 0.0985
H 5.5018 -0.6038 1.4954 0.12 0.07 0.05 0.1204
H 5.3049 -2.8133 2.5692 0.07 -0.07 0.07 0.1206
H 3.4491 -4.3226 1.9598 0.00 -0.09 0.04 0.1226
H 1.8243 -3.6618 0.2475 -0.04 -0.07 -0.04 0.1149
H 0.7099 -0.5070 -3.9532 -0.08 0.04 -0.03 0.0967
H 1.8871 -0.0188 -6.0497 -0.03 0.00 -0.06 0.1166
H 4.3550 -0.0017 -6.1026 0.07 0.04 -0.12 0.1165
H 5.6331 -0.4986 -4.0500 0.08 0.01 -0.03 0.1169
H 4.4791 -0.9576 -1.9548 0.03 0.03 -0.02 0.0936
H -3.3987 -3.5260 -1.3739 -0.05 -0.16 -0.04 0.1105
H -5.3938 -2.6730 -2.5484 -0.06 -0.07 -0.05 0.1241
H -5.7544 -0.2287 -2.7323 -0.12 0.04 -0.05 0.1222
H -4.1693 1.3275 -1.6782 -0.06 0.00 -0.04 0.1204
H -4.3273 0.1937 1.1816 0.03 -0.05 0.05 0.1160
H -5.8199 1.2989 2.7661 -0.14 -0.03 0.04 0.1221
H -5.4889 3.6803 3.3558 -0.09 0.02 0.08 0.1192
H -3.6174 4.9418 2.3608 -0.02 0.08 0.01 0.1199
H -2.0711 3.8291 0.8097 0.03 0.06 0.01 0.1014
H -2.7265 3.8480 -1.1538 -0.06 0.02 0.05 0.0949
H -2.2602 4.9795 -3.2578 -0.06 0.10 -0.02 0.1182
H -0.8892 3.8910 -4.9927 0.02 0.05 -0.08 0.1187
H 0.0460 1.6465 -4.5894 0.09 -0.02 -0.02 0.0973
H -0.3436 0.5212 -2.4150 -0.04 0.10 -0.12 0.0406
F -1.8977 -0.8545 4.2543 -0.15 0.14 0.87 0.0996
B -1.9614 -1.6681 3.1493 0.20 0.54 -0.27 -1.3573
F -0.6277 -2.0567 2.8595 0.91 -0.17 -0.20 0.0136
F -2.8378 -2.6527 3.2394 -0.57 -0.70 0.06 0.2543
F -2.2672 -0.7850 2.0026 0.11 0.08 -0.34 -0.0910
```
Positions in Å, forces in eV/Å.

Calculated values
LUMO energy in eV: -6.0191
Largest force on an atom in eV Å⁻¹: 2.0
Charge: +2



[2]
This record from the OMol25 dataset describes 5 unconnected molecules or ions with the total composition CH10O6 at a distorted geometry. The level of theory is the ωB97M-V functional and the def2-TZVPD basis.

Structure (XYZ):
```
17
Properties=species:S:1:pos:R:3:forces:R:3:lowdin_charge:R:1
O 1.7503 0.6513 -0.1414 0.94 2.31 4.13 -0.0192
C 2.0830 1.3018 0.9089 -0.94 -2.29 -3.45 -0.3076
O 1.9850 0.8944 2.1660 2.15 1.66 -1.30 0.0713
H 2.5008 2.3108 0.8299 0.23 -0.15 -0.05 0.1329
H 1.1776 0.4217 2.3005 -1.75 -1.31 0.41 0.0161
H -1.9829 0.0763 -0.8535 -0.49 -0.14 2.23 0.0631
H -3.0098 -0.8424 -0.4025 0.60 0.69 1.19 0.0390
O -2.4479 -0.1391 0.0316 0.14 -0.59 -3.20 -0.1267
H -1.4717 -2.0334 -2.7524 0.29 0.06 0.44 0.0251
H -2.6678 -1.2764 -3.1838 -0.56 0.50 -0.64 0.0311
O -2.3454 -1.7667 -2.4416 0.18 -0.44 0.28 -0.0488
H 1.0387 -0.4899 -1.8688 -0.72 -0.49 -0.76 0.0314
H 0.8528 -0.5056 -3.4010 0.13 0.09 -0.14 0.0343
O 0.5071 -0.9030 -2.6008 0.61 0.45 0.98 -0.0696
H -0.9987 0.0866 2.1313 0.12 0.62 0.57 0.0691
H -0.6861 1.2180 3.2670 0.08 -1.11 -0.90 0.0995
O -0.3554 0.4162 2.7962 -1.00 0.15 0.23 -0.0411
```
Positions in Å, forces in eV/Å.

Calculated values
ΔE to the lowest compared entry with this formula, charge and spin in eV: 1.1286
LUMO energy in eV: 0.5884
Largest force on an atom in eV Å⁻¹: 4.8
Charge: 0



[3]
This record from the OMol25 dataset describes a molecular structure, C28H27BrIrN5O2S at a distorted geometry. The level of theory is the ωB97M-V functional and the def2-TZVPD basis.

Structure (XYZ):
```
65
Properties=species:S:1:pos:R:3:forces:R:3:lowdin_charge:R:1
Ir -0.3615 0.7731 -0.0568 0.82 -0.01 1.59 1.3076
C -3.8159 0.5580 -0.7476 0.00 -0.02 0.02 -0.0297
C -3.4075 -0.3093 0.3884 0.16 -0.20 0.15 -0.2804
C -4.3810 -0.8511 1.2227 -0.01 0.07 0.00 0.0163
C -4.0171 -1.6273 2.2991 -0.08 -0.07 0.06 0.0002
C -2.6734 -1.8715 2.5184 0.01 0.00 0.09 0.0243
C -1.7486 -1.3226 1.6560 -0.06 0.16 -0.07 -0.1975
N -2.0994 -0.5505 0.6069 -0.78 -0.20 -1.30 0.0344
C -0.3092 -1.5075 1.8196 0.07 -0.13 -0.05 -0.1653
C 0.2744 -2.3560 2.7433 0.01 -0.07 -0.03 0.0410
C 1.6530 -2.4450 2.7897 0.04 -0.05 0.05 0.0135
C 2.4139 -1.7260 1.8869 0.03 -0.10 0.00 0.0420
C 1.7712 -0.9182 0.9668 0.00 -0.11 0.07 -0.1786
N 0.4390 -0.7929 0.9653 0.02 0.08 0.81 -0.0072
C 2.4352 -0.1706 -0.0933 0.06 0.20 -0.08 -0.1936
C 3.8041 -0.1801 -0.2400 0.08 0.02 0.07 0.0254
C 4.3749 0.5305 -1.2778 0.15 -0.03 -0.04 0.0032
C 3.5448 1.1972 -2.1458 -0.03 0.05 0.01 0.0140
C 2.1644 1.1790 -1.9648 0.05 -0.22 0.18 -0.2619
C 1.3233 1.9044 -2.9507 -0.02 -0.02 -0.03 -0.0393
N 1.6092 0.5093 -0.9274 -0.33 -0.08 -1.10 0.0116
H -4.8424 0.3501 -1.0416 0.00 0.00 0.01 0.0988
H -3.1613 0.3899 -1.5940 -0.04 0.00 -0.05 0.0444
H -3.7416 1.6072 -0.4553 0.01 0.01 -0.03 0.0806
H -5.4219 -0.6506 1.0112 0.01 0.02 0.01 0.1310
H -4.7653 -2.0396 2.9627 0.01 -0.01 -0.02 0.1313
H -2.3564 -2.4703 3.3586 0.00 0.01 -0.01 0.1207
H -0.3326 -2.9484 3.4103 -0.01 0.02 0.01 0.1246
H 2.1334 -3.0889 3.5140 0.00 0.01 0.00 0.1346
H 3.4895 -1.8060 1.9022 -0.01 -0.01 -0.03 0.1237
H 4.4264 -0.7320 0.4469 -0.02 0.00 0.01 0.1209
H 5.4483 0.5458 -1.4103 -0.01 0.00 -0.01 0.1330
H 3.9479 1.7409 -2.9882 -0.01 0.01 0.01 0.1316
H 1.8675 2.0217 -3.8856 0.00 -0.02 0.01 0.0995
H 1.0741 2.8949 -2.5719 -0.03 0.03 -0.01 0.0767
H 0.4044 1.3627 -3.1391 0.01 -0.01 -0.05 0.0480
Br -0.0503 6.5125 6.2381 0.01 0.04 0.06 0.8315
C -0.1159 5.2140 4.8903 0.00 0.01 0.01 -0.6764
C -1.2857 4.4855 4.7056 -0.02 -0.06 -0.05 -0.0944
C -1.3377 3.5397 3.7004 -0.05 0.01 0.01 0.0075
C -0.2202 3.3209 2.8950 0.02 -0.02 0.00 -0.1443
C 0.9498 4.0530 3.0936 0.06 0.01 0.03 0.0074
C 1.0036 5.0048 4.0936 0.03 -0.06 -0.06 -0.0942
C -0.2832 2.3373 1.8276 -0.07 0.36 0.65 -0.5639
O -1.3651 1.7502 1.4915 -0.10 -0.22 0.25 -0.1483
O 0.7509 2.0092 1.1402 0.22 0.30 -0.69 -0.0956
H -2.1402 4.6634 5.3427 0.00 0.01 -0.01 0.1122
H -2.2419 2.9695 3.5322 0.01 0.01 0.02 0.1263
H 1.8089 3.8779 2.4596 0.00 0.01 0.01 0.1263
H 1.9014 5.5832 4.2586 -0.01 0.00 0.00 0.1124
C -2.1992 5.0224 -2.9078 -0.09 -0.08 -0.01 -0.0191
N -2.2089 3.6311 -3.3332 0.01 0.07 -0.09 -0.1368
C -2.7721 3.2253 -4.6293 0.03 0.02 0.05 -0.0690
C -2.5553 1.7006 -4.6498 0.05 0.02 0.06 -0.0787
N -1.9290 1.4655 -3.3420 -0.10 -0.05 -0.16 0.0136
C -1.7890 2.5875 -2.6337 0.00 0.09 0.15 -0.7119
S -1.1990 2.7535 -1.0350 -0.14 0.20 -0.51 0.7948
H -2.0200 5.6492 -3.7790 0.02 0.00 0.00 0.1034
H -1.4060 5.1832 -2.1826 0.02 -0.01 -0.01 0.0697
H -3.1543 5.3018 -2.4620 -0.01 -0.01 0.00 0.1063
H -2.2480 3.7366 -5.4354 0.02 0.00 -0.01 0.1332
H -3.8263 3.4959 -4.6802 -0.02 0.00 0.01 0.1350
H -1.8967 1.3851 -5.4563 0.03 0.00 -0.01 0.1265
H -3.4914 1.1523 -4.7293 -0.02 -0.01 0.00 0.1264
H -1.6713 0.5592 -2.9955 0.04 0.01 0.05 0.1205
```
Positions in Å, forces in eV/Å.

Calculated values
ΔE to the lowest compared entry with this formula, charge and spin in eV: 1.9545
LUMO energy in eV: -6.0759
Largest force on an atom in eV Å⁻¹: 1.8
Charge: +2



> The lowest largest force on an atom belongs to which entry?

C28H27BrIrN5O2S